Density functional theory data (ωB97M-V/def2-TZVPD) for C34H47BCeF5N8O4SSi as an isolated structure in a non-equilibrium geometry.

Element x y z (Å)
Ce  0.68099  0.83019  -0.00208
C  2.87744  0.02413  3.81834
C  2.66353  1.18935  2.89183
C  2.31465  2.55424  3.24683
C  2.21350  3.23533  2.04568
N  2.46709  2.38865  0.97326
N  2.64129  1.07001  1.55833
B  3.14019  2.85338  -0.36058
N  3.49514  1.67274  -1.23273
C  4.57413  1.41251  -2.01850
C  4.26531  0.28833  -2.82115
C  2.96759  -0.15508  -2.37752
C  2.18246  -1.38592  -2.72445
N  2.50225  0.69398  -1.51095
N  1.89513  3.55238  -1.11105
C  1.96065  4.49440  -2.17177
C  0.80993  4.37645  -2.91399
C  0.04712  3.27378  -2.37493
C  -1.14150  2.61185  -2.97895
N  0.72665  2.75612  -1.36045
N  4.17981  3.93967  -0.30612
C  5.00934  4.22131  0.73879
C  6.06265  5.06610  0.32060
C  5.90790  5.06733  -1.07982
C  6.85861  5.56620  -2.05505
N  4.78129  4.47963  -1.46729
H  3.45936  0.32575  4.69840
H  3.36095  -0.80022  3.34835
H  1.89210  -0.37269  4.15770
H  2.05500  2.94173  4.22603
H  1.88764  4.26565  1.94078
H  5.41818  2.09589  -2.09093
H  4.90671  -0.04260  -3.72176
H  2.18119  -2.15091  -1.91522
H  2.71766  -1.96155  -3.55334
H  1.15286  -1.18011  -2.98726
H  2.81681  5.13429  -2.16036
H  0.44287  5.04853  -3.69627
H  -1.31700  1.65513  -2.50604
H  -1.13578  2.50515  -4.09609
H  -2.03210  3.20857  -2.91707
H  4.81808  3.85407  1.79497
H  6.89919  5.38651  0.90900
H  7.38824  6.45535  -1.70375
H  6.29126  5.71934  -2.99848
H  7.75000  4.82031  -2.26142
F  -3.67404  5.45599  -0.58231
C  -2.95339  4.49482  0.10206
C  -2.97197  3.18109  -0.32982
F  -3.87545  2.67767  -1.20701
C  -2.08575  2.36443  0.30522
F  -1.90436  1.06701  -0.17260
C  -1.28443  2.68073  1.40831
O  -0.29194  1.89067  1.76367
C  -1.36150  4.01293  1.82074
F  -0.53415  4.41254  2.79381
C  -2.15134  4.91406  1.11600
F  -2.16066  6.26770  1.46138
C  -4.34081  -4.04172  -1.29588
C  -3.40316  -3.09016  -1.94213
C  -3.80886  -1.68696  -1.88333
C  -3.10271  -3.51254  -3.34916
O  -2.07825  -3.04028  -1.23821
Si  -1.70414  -2.95754  0.32505
S  0.23306  -1.88480  0.38618
O  -2.90417  -1.95747  1.02538
C  -3.26044  -1.72727  2.43391
C  -4.23173  -2.80423  2.84674
C  -3.80664  -0.28440  2.63591
C  -1.97672  -1.95623  3.18375
O  -1.57303  -4.37154  1.15967
C  -1.01213  -5.71126  0.93205
C  -0.56635  -5.89210  -0.50261
C  0.16622  -5.84118  1.90123
C  -2.09722  -6.67076  1.26336
H  -5.27026  -4.00178  -1.77333
H  -4.51767  -3.69444  -0.27095
H  -3.98760  -5.09796  -1.23038
H  -4.71881  -1.47189  -2.47620
H  -3.08083  -1.01834  -2.23981
H  -4.11811  -1.36695  -0.89516
H  -4.06070  -3.48107  -3.90133
H  -2.59633  -4.47878  -3.51353
H  -2.49668  -2.73702  -3.83224
H  -5.17539  -2.95400  2.28088
H  -4.52260  -2.63573  3.89179
H  -3.77057  -3.77090  2.70723
H  -4.77418  -0.28262  2.23076
H  -3.25258  0.45121  2.01464
H  -3.85469  0.02528  3.72045
H  -1.62590  -2.97984  2.90948
H  -2.17085  -1.85698  4.22353
H  -1.19405  -1.25914  2.99759
H  0.24842  -5.17561  -0.83247
H  -1.40671  -5.81099  -1.16382
H  -0.22566  -6.96477  -0.67506
H  1.01337  -5.31261  1.47145
H  0.46268  -6.91356  1.98022
H  -0.13704  -5.41583  2.84712
H  -2.83729  -6.65731  0.49403
H  -2.58345  -6.43662  2.18171
H  -1.66684  -7.67620  1.29853

## Properties
Net charge = +1
Highest occupied orbital energy (alpha / beta) = -11.44 / -11.43 eV
Gap between HOMO and LUMO (alpha / beta) = 6.3047 / 6.2973 eV
Energy above the lowest of the compared OMol25 structures with the same formula, charge and spin = 63.4 kJ/mol

Density functional theory data (ωB97M-V/def2-TZVPD) for a 5-piece molecular cluster, C26H49ClN5O11S overall in a non-equilibrium geometry.

Element x y z (Å)
C  1.35902  -6.20684  3.57687
C  1.58027  -5.10675  4.01454
C  1.56926  -3.93988  4.89169
C  1.88530  -4.02235  6.23013
Cl  2.32676  -5.48652  7.03594
N  1.73225  -2.73600  6.75272
C  1.90486  -2.27126  8.14294
C  3.39259  -2.22055  8.64559
N  3.37660  -1.40097  9.90323
N  3.93220  -3.51808  9.04174
N  4.27707  -1.49449  7.73004
C  1.34317  -1.97833  5.72931
N  1.22157  -2.63851  4.56622
C  0.77735  -2.08419  3.28566
C  1.48822  -2.67276  2.04136
C  1.08802  -1.88893  0.74048
S  2.07318  -2.55576  -0.63734
O  3.41069  -2.05995  -0.49746
O  1.48742  -2.26208  -1.91291
O  2.17758  -4.16203  -0.41228
H  1.05868  -7.14687  3.12403
H  1.38479  -1.29603  8.21536
H  1.34399  -2.96842  8.80510
H  2.99742  -0.49202  9.61043
H  2.63357  -1.81124  10.47928
H  4.59137  -3.87790  8.36132
H  3.20086  -4.18721  9.25158
H  4.72416  -0.76104  8.28094
H  5.04862  -2.08221  7.42367
H  1.10748  -0.90778  5.73902
H  0.84284  -0.98126  3.22575
H  -0.30073  -2.33571  3.16762
H  2.59286  -2.67919  2.11825
H  1.11638  -3.70501  1.88188
H  0.01365  -2.05250  0.50575
H  1.31808  -0.81513  0.85493
H  1.69093  -4.60756  -1.13014
O  -2.31751  -2.51419  -2.22791
C  -2.18372  -1.46020  -2.79925
O  -3.26520  -0.79638  -3.23680
C  -3.21123  0.54801  -3.73750
C  -2.83072  0.59284  -5.20024
C  -0.81835  -0.90824  -3.11418
H  -2.55121  1.16348  -3.12124
H  -4.21703  0.95063  -3.61018
H  -1.83717  0.18369  -5.36692
H  -2.84677  1.61784  -5.56876
H  -3.52322  -0.00573  -5.79492
H  -0.44491  -1.37465  -4.02531
H  -0.15289  -1.15210  -2.29131
H  -0.79381  0.17343  -3.22226
O  -0.55705  1.53174  -6.91375
C  -0.40018  2.60246  -7.44034
O  -1.47081  3.28586  -7.88377
C  -1.41593  4.63877  -8.35288
C  -1.02898  4.70110  -9.81574
C  0.97999  3.15459  -7.69193
H  -0.76404  5.24476  -7.72094
H  -2.42313  5.03779  -8.22967
H  -0.03206  4.29270  -9.98515
H  -1.04613  5.73110  -10.17395
H  -1.72070  4.10773  -10.41579
H  1.37471  2.71653  -8.60891
H  1.61915  2.87395  -6.85652
H  1.01923  4.23878  -7.75888
O  1.69410  5.17185  -4.93324
C  1.38331  4.78336  -3.84111
O  2.06191  3.76418  -3.27815
C  1.89755  3.34412  -1.92117
C  0.73680  2.38030  -1.79084
C  0.18691  5.35546  -3.12085
H  1.80971  4.20125  -1.25065
H  2.82287  2.83539  -1.64996
H  -0.20778  2.84810  -2.07423
H  0.64887  2.01675  -0.76490
H  0.87983  1.52800  -2.45658
H  -0.71515  4.86292  -3.48471
H  0.12929  6.41919  -3.34520
H  0.23772  5.26976  -2.03771
O  -2.10800  -2.31479  2.17321
C  -2.80285  -1.34847  1.96337
O  -2.98001  -0.44106  2.93451
C  -3.62873  0.82573  2.73903
C  -5.13222  0.70151  2.86523
C  -3.54274  -1.19380  0.66071
H  -3.32350  1.27820  1.79416
H  -3.25348  1.47718  3.52849
H  -5.54618  0.04095  2.10283
H  -5.60702  1.67844  2.77094
H  -5.39684  0.27312  3.83313
H  -4.46598  -1.77111  0.70688
H  -2.91724  -1.58657  -0.14160
H  -3.76986  -0.16289  0.40019

## Properties
Net charge = +1
Highest occupied orbital energy = -11.37 eV
Gap between HOMO and LUMO = 8.7282 eV

Density functional theory data (ωB97M-V/def2-TZVPD) for C4H6O in the gas phase in a non-equilibrium geometry.

Element x y z (Å)
C  -0.02910  -0.84765  1.54159
C  -0.02906  -0.12984  0.45290
O  -0.66617  1.02934  0.61933
C  0.63251  -0.48222  -0.83698
C  0.32719  0.32485  -1.91521
H  -0.38875  -0.57230  2.51216
H  0.21123  -1.84444  1.68269
H  -1.40524  1.01527  1.19329
H  1.28968  -1.35198  -0.90678
H  -0.51142  1.09043  -2.03145
H  0.72464  0.23748  -2.85835

## Properties
SMILES = C=CC(=C)O
Highest occupied orbital energy = -8.57 eV
Gap between HOMO and LUMO = 9.4034 eV
Energy above the lowest of the compared OMol25 structures with the same formula, charge and spin = 150.5 kJ/mol